102
Properties=species:S:1:pos:R:3 method="wB97M-V/def2-TZVPD" max_force_ev_per_a=3.250 smiles="Fc1ccccc1.CC(C)=O.CC(C)=O.CC(C)=O.CC(C)=O.CC(C)=O.CC(C)=O.CC(C)=O.ClCCl.ClCCl.ClCCl.ClCCl" e_tot_ha=-5522.22963 orbital_gap_ev=9.3927 de_lowest_kcal_mol=39.6
F 1.1053 4.8467 1.1687
C -0.0111 4.0649 1.3266
C -1.1031 4.3343 0.5079
C -2.2933 3.6758 0.7545
C -2.3105 2.6607 1.7104
C -1.2467 2.3886 2.5266
C -0.0259 3.0750 2.3105
H -1.1087 5.1450 -0.2057
H -3.1218 3.8672 0.0886
H -3.2200 2.0897 1.8248
H -1.2352 1.5701 3.2312
H 0.8731 2.8437 2.8626
C -2.9449 -1.2801 2.7221
Cl -2.5111 -2.9807 2.4780
Cl -2.4013 -0.7193 4.2961
H -2.4395 -0.6904 1.9573
H -4.0125 -1.1049 2.5889
C 3.8132 3.2154 0.1087
Cl 3.4285 3.0608 1.8697
Cl 5.1119 2.0697 -0.3301
H 2.9231 3.0517 -0.4988
H 4.0464 4.2483 -0.1497
C 4.2146 -1.5330 -2.0571
Cl 2.4916 -1.8871 -2.1047
Cl 4.8972 -2.2816 -0.6052
H 4.6725 -1.9245 -2.9655
H 4.2684 -0.4449 -2.0239
C 0.3129 -2.2115 5.5803
Cl 1.3469 -2.9995 6.7074
Cl 0.9089 -2.3779 3.8837
H -0.6230 -2.7675 5.6369
H 0.1700 -1.1798 5.9019
C -2.3065 -1.1307 -3.7063
C -2.4816 -2.6519 -3.3802
O -2.9489 -3.3872 -4.2779
C -2.1290 -3.1332 -1.9903
H -3.1408 -0.8762 -4.3600
H -1.3876 -0.9438 -4.2619
H -2.2870 -0.4690 -2.8403
H -2.1756 -4.2208 -1.9358
H -2.6080 -2.6033 -1.1670
H -1.0903 -2.8263 -1.8678
C 4.7474 1.0330 4.5460
C 3.5805 0.3791 3.8447
O 2.4276 0.7475 4.0873
C 3.9093 -0.5980 2.7488
H 4.6132 2.0925 4.7645
H 5.6371 0.8430 3.9456
H 4.9723 0.5881 5.5153
H 4.3520 -0.1044 1.8837
H 3.0000 -1.0503 2.3528
H 4.5347 -1.4300 3.0722
C 1.7491 -4.3685 0.7346
C 2.0503 -5.5788 1.5930
O 1.3697 -6.6105 1.5965
C 3.3997 -5.6274 2.3429
H 1.2327 -4.7093 -0.1628
H 2.6696 -3.8940 0.3948
H 1.1713 -3.6383 1.3012
H 3.3648 -4.8249 3.0797
H 4.2612 -5.4008 1.7147
H 3.5026 -6.5799 2.8628
C 0.5544 -0.5588 1.0239
C -0.2156 0.1261 -0.1112
O -1.4407 0.0670 -0.1694
C 0.5921 1.0093 -1.0456
H 1.1276 0.1602 1.6092
H 1.2903 -1.2804 0.6690
H -0.2022 -1.0574 1.6297
H 0.0623 1.8830 -1.4252
H 0.8912 0.4128 -1.9075
H 1.5178 1.3839 -0.6088
C -3.4200 1.8621 -2.0092
C -2.9666 2.7296 -3.1774
O -2.4098 2.2571 -4.1586
C -3.4191 4.1632 -3.1046
H -2.5661 1.9110 -1.3336
H -3.6024 0.7954 -2.1398
H -4.2806 2.3364 -1.5376
H -2.8313 4.8362 -3.7289
H -3.2296 4.4620 -2.0736
H -4.4880 4.2917 -3.2748
C 2.0250 1.0960 -4.5946
C 3.0895 1.9101 -3.8265
O 2.7916 2.4965 -2.7725
C 4.4752 2.0496 -4.4212
H 2.0326 1.3815 -5.6465
H 1.0305 1.4068 -4.2743
H 2.1693 0.0426 -4.3542
H 4.8973 1.0482 -4.5055
H 5.0804 2.6389 -3.7323
H 4.3819 2.6568 -5.3216
C -4.9576 -1.1911 -0.7074
C -5.8683 -0.3112 0.1614
O -5.4811 0.4326 1.0555
C -7.3087 -0.5298 -0.1336
H -5.3093 -0.9677 -1.7146
H -5.2235 -2.2380 -0.5606
H -3.8899 -0.9944 -0.6099
H -7.4340 -0.1593 -1.1510
H -7.8952 0.1781 0.4521
H -7.5347 -1.5880 -0.0021

***

5
Properties=species:S:1:pos:R:3 method="wB97M-V/def2-TZVPD" max_force_ev_per_a=2.573 e_tot_ha=-380.01562 orbital_gap_ev="10.6224 / 8.5521" de_lowest_kcal_mol=36.3
N 1.4243 -0.3395 0.0914
O 0.2502 -0.3843 0.1403
O 2.3192 0.3880 -0.0672
O -1.5700 0.6481 -0.2301
F -2.4237 -0.3123 0.0656

***

56
Properties=species:S:1:pos:R:3 method="wB97M-V/def2-TZVPD" max_force_ev_per_a=0.022 smiles="CCN(C[C@@H](C)NC(=O)c1cc(O)nn1C)C(=O)[C@@H](Cc1ccc(F)cc1)OC" e_tot_ha=-1398.18849 orbital_gap_ev=8.8199 de_lowest_kcal_mol=4.8
C 0.0085 4.5110 1.3530
C -0.0329 3.5777 0.1500
N 0.2127 2.1854 0.5084
C 1.6137 1.8085 0.6909
C 2.1959 1.0932 -0.5362
C 3.7062 1.2805 -0.6360
N 1.7976 -0.3113 -0.5747
C 2.2042 -1.2096 0.3600
O 3.1350 -1.0218 1.1280
C 1.4332 -2.4787 0.3511
C 0.0821 -2.6887 0.1699
C -0.0469 -4.0772 0.2977
O -1.2002 -4.7785 0.1983
N 1.1049 -4.6742 0.5367
N 2.0108 -3.6764 0.5719
C 3.3975 -3.9790 0.8590
C -0.7560 1.2930 0.8533
O -0.4911 0.1894 1.2942
C -2.2244 1.6968 0.6173
C -2.6027 1.5679 -0.8654
C -2.2438 0.2485 -1.5008
C -1.1815 0.1648 -2.3953
C -0.8444 -1.0362 -3.0089
C -1.5961 -2.1540 -2.7134
F -1.2807 -3.3221 -3.3017
C -2.6590 -2.1131 -1.8322
C -2.9746 -0.9068 -1.2274
O -3.0944 0.8670 1.3343
C -3.0058 1.0246 2.7382
H -0.1285 5.5471 1.0410
H -0.7808 4.2579 2.0626
H 0.9633 4.4375 1.8746
H -0.9860 3.6713 -0.3632
H 0.7286 3.8664 -0.5788
H 2.1778 2.7246 0.8736
H 1.7151 1.1689 1.5666
H 1.7403 1.5429 -1.4236
H 3.9313 2.3292 -0.8394
H 4.2014 0.9803 0.2838
H 4.1069 0.6779 -1.4508
H 0.9306 -0.5294 -1.0433
H -0.6866 -1.9463 0.0526
H -0.9808 -5.7092 0.3285
H 4.0494 -3.3872 0.2213
H 3.6347 -3.7574 1.8982
H 3.5407 -5.0368 0.6596
H -2.3785 2.7386 0.9330
H -3.6812 1.7282 -0.9179
H -2.1310 2.3712 -1.4326
H -0.6126 1.0580 -2.6330
H -0.0222 -1.1101 -3.7082
H -3.2045 -3.0206 -1.6129
H -3.7934 -0.8587 -0.5219
H -3.7885 0.4089 3.1747
H -2.0364 0.6950 3.1150
H -3.1771 2.0710 3.0205

***

16
Properties=species:S:1:pos:R:3 method="wB97M-V/def2-TZVPD" max_force_ev_per_a=2.035 smiles=CC.CC e_tot_ha=-159.57832 orbital_gap_ev=12.6870 de_lowest_kcal_mol=4.2
C 0.6365 1.4650 0.2658
C -0.3635 2.5291 -0.1954
H 0.2582 0.9281 1.1315
H 0.8319 0.7254 -0.5087
H 1.5876 1.9498 0.4677
H -1.2688 2.0657 -0.5798
H -0.6277 3.1707 0.6387
H 0.0715 3.1707 -0.9616
C 0.2354 -2.0977 -0.7144
C -0.4535 -1.9305 0.6515
H -0.4243 -2.7016 -1.3372
H 0.1200 -1.1295 -1.2020
H 1.2598 -2.4404 -0.6515
H -0.5642 -2.9161 1.1072
H -1.4348 -1.4659 0.5656
H 0.1359 -1.3228 1.3226

***

67
Properties=species:S:1:pos:R:3 method="wB97M-V/def2-TZVPD" max_force_ev_per_a=1.505 e_tot_ha=-3203.05999 total_charge=+1 orbital_gap_ev="7.2049 / 7.1671"
Mo -0.0505 0.7510 1.2233
O 2.0828 -4.1250 -1.8258
C 1.6845 -3.0163 -1.1969
C 2.5600 -2.1607 -0.5192
C 2.0209 -1.0506 0.0818
N 0.7273 -0.7802 0.0219
C -0.1163 -1.5981 -0.5950
C 0.3134 -2.7333 -1.2282
C -1.5233 -1.0796 -0.5158
O -2.4413 -1.4410 -1.1736
O -1.5572 -0.0402 0.3759
C 2.7500 -0.0264 0.9026
O 3.9224 0.0540 1.0503
O 1.8371 0.8298 1.4623
H 3.0382 -4.2504 -1.7516
H 3.6237 -2.3497 -0.4457
H -0.3830 -3.3907 -1.7298
I -0.6073 2.4019 3.4202
C -1.4609 4.2689 2.8362
I -0.4571 5.4198 1.3737
H -1.4381 4.8481 3.7524
H -2.4813 4.0933 2.5192
C -0.2672 -1.2623 -5.5988
C -1.3073 -0.2432 -5.1419
S -0.5517 0.9541 -4.0718
O -0.5191 0.3981 -2.7312
O 0.6700 1.4415 -4.6607
C -1.7083 2.3093 -4.0697
C -1.1154 3.5644 -3.4264
N -0.3357 3.2646 -2.2226
C -0.8515 2.7059 -1.1135
N 0.1191 2.2936 -0.3087
C 1.3149 2.5828 -0.9266
C 1.0365 3.1827 -2.0966
N 1.9961 3.7110 -3.0341
O 1.5961 4.4854 -3.8791
O 3.1350 3.3366 -2.8870
C -2.3071 2.6122 -0.8352
H -0.7496 -1.9931 -6.2450
H 0.1673 -1.7903 -4.7491
H 0.5358 -0.7792 -6.1509
H -2.0981 -0.6974 -4.5437
H -1.7458 0.2976 -5.9808
H -2.6145 1.9566 -3.5773
H -1.9344 2.5360 -5.1115
H -1.9189 4.2467 -3.1559
H -0.4520 4.0770 -4.1128
H 2.2759 2.4077 -0.4768
H -2.8280 3.4892 -1.2170
H -2.4676 2.5654 0.2402
H -2.7408 1.7122 -1.2728
O 0.4739 0.1666 4.3679
C 0.1243 -0.8459 3.7726
O -0.2001 -0.8599 2.5076
C 0.0608 -2.1608 4.4710
C -0.5841 -3.2592 3.9103
C -0.6389 -4.4621 4.5983
C -0.0359 -4.5792 5.8424
C 0.6035 -3.4742 6.3696
C 0.6618 -2.2616 5.7177
N 1.2566 -3.5925 7.6955
O 1.8187 -2.6100 8.1270
O 1.1811 -4.6616 8.2590
H -1.0472 -3.1609 2.9379
H -1.1536 -5.3117 4.1711
H -0.0554 -5.5024 6.4030
H 1.1568 -1.4145 6.1685

***

92
Properties=species:S:1:pos:R:3 method="wB97M-V/def2-TZVPD" max_force_ev_per_a=2.214 e_tot_ha=-5117.23243 s2=6.006 total_charge=-1 spin_multiplicity=5 orbital_gap_ev="7.8499 / 7.8595"
Pm 0.6580 0.8744 1.3282
Cl 2.7235 0.7606 3.3621
C 3.7129 1.1505 1.9887
C 3.2728 0.6157 0.7603
C 4.2325 0.7854 -0.2471
Cl 4.0566 -0.0817 -1.7326
C 5.3894 1.5516 -0.1386
Cl 6.4537 1.7856 -1.4774
C 5.6751 2.1692 1.0706
Cl 7.0239 3.2230 1.2151
C 4.8612 1.9105 2.1707
Cl 5.2955 2.5695 3.7015
O -6.3550 -1.0575 2.1871
C -5.8245 -0.5592 1.2003
O -6.1191 -0.6064 -0.0026
C -4.4709 0.2136 1.4374
C -4.0181 1.1560 0.5152
C -2.7079 1.5781 0.5689
N -1.8221 1.1105 1.4585
C -2.2772 0.2658 2.4025
C -3.5891 -0.1788 2.4369
C -1.2590 -0.2512 3.4222
O -1.6519 -0.6976 4.4846
O -0.0417 -0.1945 3.0296
H -4.6950 1.5227 -0.2409
H -2.3107 2.3050 -0.1364
H -3.9239 -0.8552 3.2081
C 0.9593 3.2074 1.6320
C 1.1956 3.8209 2.6622
C 1.4134 4.5051 3.8903
C 0.8039 5.7227 4.1903
C 0.9262 6.2657 5.4557
C 1.6709 5.6229 6.4314
C 2.3175 4.4367 6.1272
C 2.1921 3.8838 4.8702
H 0.2275 6.2241 3.4263
H 0.4277 7.1959 5.6907
H 1.7451 6.0376 7.4281
H 2.9106 3.9300 6.8766
H 2.6810 2.9499 4.6478
C -4.1028 -2.4467 -3.3272
C -3.6072 -1.0333 -3.6717
C -2.8796 -0.4157 -2.4723
C -2.0401 -1.5132 -1.8185
C -3.0085 -2.4166 -1.0446
C -4.3252 -2.5763 -1.8225
P -0.5921 -0.9175 -0.7888
C 0.6861 -0.3992 -2.0888
C 0.4790 1.1046 -2.3618
C 1.4429 1.5834 -3.4421
C 1.1175 0.9192 -4.7888
C 0.3117 -0.3665 -4.6022
C 0.8334 -1.1672 -3.4155
C -0.0256 -2.5651 -0.0635
C 0.3525 -3.7175 -1.0120
C 1.8665 -3.8347 -1.1607
C 2.4877 -4.2700 0.1725
C 1.7351 -3.6499 1.3591
C 1.0947 -2.3217 0.9617
H -3.3751 -3.1939 -3.6594
H -5.0334 -2.6607 -3.8547
H -4.4524 -0.4002 -3.9468
H -2.9267 -1.0837 -4.5293
H -3.6063 -0.0464 -1.7513
H -2.2861 0.4355 -2.8027
H -1.5912 -2.1014 -2.6276
H -3.2327 -1.9884 -0.0642
H -2.5568 -3.3983 -0.8911
H -5.0380 -1.8187 -1.4961
H -4.7630 -3.5480 -1.5893
H 1.6359 -0.4839 -1.5411
H 0.6401 1.6792 -1.4300
H -0.5407 1.3054 -2.6930
H 2.4578 1.3326 -3.1357
H 1.3824 2.6687 -3.5381
H 2.0501 0.6878 -5.3034
H 0.5569 1.6072 -5.4255
H 0.3732 -0.9682 -5.5104
H -0.7377 -0.1299 -4.4430
H 1.8927 -1.3707 -3.5825
H 0.3218 -2.1276 -3.3812
H -0.9167 -2.8724 0.5027
H -0.1205 -3.6025 -1.9874
H -0.0198 -4.6578 -0.5955
H 2.2801 -2.8738 -1.4684
H 2.1082 -4.5645 -1.9373
H 3.5369 -3.9690 0.1973
H 2.4568 -5.3594 0.2566
H 2.4163 -3.4995 2.1986
H 0.9506 -4.3277 1.7022
H 1.8833 -1.6707 0.5505
H 0.6675 -1.8636 1.8631

***

15
Properties=species:S:1:pos:R:3 method="wB97M-V/def2-TZVPD" max_force_ev_per_a=4.499 e_tot_ha=-362.32452 total_charge=-1 orbital_gap_ev=6.5942 de_lowest_kcal_mol=125.3
C -2.1820 1.5118 -0.3237
C 2.9699 0.7761 0.1924
C -1.3161 0.5074 -0.1319
C -0.9472 -1.7605 0.2245
N 1.8671 0.1477 0.0158
O 1.7734 -1.0032 -0.5774
O -1.7866 -0.7426 -0.2217
H -1.8570 2.5012 -0.2102
H -3.2502 1.2571 -0.6483
H 3.9812 0.4073 0.0292
H 3.0013 1.8875 0.6197
H -0.2961 0.5083 -0.0147
H -0.2139 -1.3067 1.0308
H -0.2391 -2.1457 -0.6215
H -1.5047 -2.5457 0.6370

***

116
Properties=species:S:1:pos:R:3 method="wB97M-V/def2-TZVPD" max_force_ev_per_a=3.907 e_tot_ha=-5988.94394 total_charge=+1 orbital_gap_ev=8.1722 de_lowest_kcal_mol=0.0
C 2.2566 -2.8931 -0.4315
C 2.2866 -1.4674 -1.0221
O 1.0898 -0.8165 -0.5933
N 0.7525 0.4594 -1.1266
C 1.9651 1.0998 -1.6961
C 0.5415 1.2393 0.2021
C 1.0151 0.5989 1.5036
C 2.5285 0.5944 1.6724
C 2.9843 0.2202 3.0617
O 3.1020 -0.6520 1.7896
C -1.0028 1.5153 0.4490
C -1.1028 3.0323 0.6471
C -2.4218 3.6897 1.0300
O -3.2963 3.7911 -0.0907
C -3.0818 3.1657 2.3424
N -4.5156 3.3765 2.4195
C -1.6259 0.6946 -0.7279
Br -1.9030 -1.1044 0.1801
C -3.0832 1.0129 -1.0912
C -4.1459 0.9432 0.0174
C -5.1379 -0.1517 -0.2090
F -5.9494 -0.0560 -1.2936
C -5.2541 -1.2085 0.6197
F -5.3349 -2.4759 0.2135
F -5.3189 -1.1141 1.9510
C -0.5805 0.6098 -1.9148
C -0.5887 2.0412 -2.4687
C 0.1280 2.2165 -3.8481
C -1.0247 -0.5369 -2.8434
I -0.3526 -2.5561 -2.6203
C -1.8806 -0.3829 -3.8720
C -2.5888 0.8754 -4.3089
I -2.4463 -1.9584 -5.1953
H 3.1769 -3.0852 0.1108
H 2.2562 -3.5906 -1.2565
H 1.3822 -2.9965 0.2020
H 3.2171 -1.0297 -0.6627
H 2.4048 -1.5559 -2.1004
H 1.8290 2.1557 -1.8967
H 2.7805 1.1091 -0.9859
H 2.2539 0.6671 -2.6477
H 1.0322 2.2065 0.1817
H 0.7152 1.2674 2.3128
H 0.6572 -0.3948 1.7476
H 3.1052 1.3686 1.1784
H 2.3791 -0.5480 3.5251
H 4.0523 0.1643 3.2181
H -1.2496 1.0194 1.3729
H -0.7058 3.6389 -0.1667
H -0.4398 3.2657 1.4881
H -2.1500 4.7268 1.2539
H -3.7551 4.6303 -0.0454
H -2.8397 2.1311 2.5809
H -2.6604 3.7704 3.1482
H -5.0332 2.6120 2.0185
H -4.7935 4.2623 2.0297
H -3.2053 1.9690 -1.5899
H -3.3766 0.2695 -1.8340
H -4.7210 1.8701 -0.0367
H -3.7891 0.8827 1.0408
H -0.0846 2.7404 -1.8115
H -1.5803 2.4416 -2.5949
H 1.0705 2.7389 -3.7070
H -0.4755 2.8366 -4.5003
H 0.3364 1.2611 -4.3219
H -3.4510 0.5980 -4.9106
H -1.9582 1.4128 -5.0133
H -2.9932 1.5149 -3.5417
F 5.4412 -4.7478 -4.1960
C 5.8427 -4.7518 -2.9107
C 6.6859 -3.7518 -2.4671
C 7.0930 -3.7570 -1.1404
C 6.6632 -4.7603 -0.2816
C 5.8196 -5.7585 -0.7491
C 5.4004 -5.7533 -2.0713
H 7.0167 -2.9842 -3.1542
H 7.7487 -2.9772 -0.7769
H 6.9868 -4.7636 0.7507
H 5.4887 -6.5421 -0.0827
H 4.7362 -6.5186 -2.4526
F 2.2461 -5.7139 -0.8355
C 1.8937 -7.0079 -1.0122
C 2.7446 -8.0036 -0.5736
C 2.3825 -9.3303 -0.7524
C 1.1840 -9.6472 -1.3752
C 0.3438 -8.6352 -1.8148
C 0.6956 -7.3062 -1.6291
H 3.6784 -7.7412 -0.0970
H 3.0381 -10.1173 -0.4056
H 0.9058 -10.6825 -1.5173
H -0.5893 -8.8795 -2.3039
H 0.0466 -6.5046 -1.9581
F -6.5648 5.5979 1.7896
C -7.8641 5.2065 1.8070
C -8.1699 3.9270 2.2207
C -9.4992 3.5311 2.2411
C -10.4946 4.4120 1.8416
C -10.1623 5.6937 1.4256
C -8.8361 6.1003 1.4115
H -7.3777 3.2549 2.5237
H -9.7576 2.5338 2.5701
H -11.5298 4.0990 1.8556
H -10.9367 6.3798 1.1111
H -8.5564 7.0975 1.0987
F 5.5756 3.0731 1.2148
C 5.9911 3.1499 2.5016
C 7.2342 2.6543 2.8383
C 7.6598 2.7343 4.1559
C 6.8388 3.2975 5.1210
C 5.5903 3.7872 4.7676
C 5.1607 3.7205 3.4502
H 7.8592 2.2117 2.0738
H 8.6353 2.3555 4.4284
H 7.1725 3.3550 6.1481
H 4.9469 4.2235 5.5195
H 4.1920 4.1065 3.1599